No. 1
{
  "formula": "C3H8IN2O",
  "method": "ωB97M-V with the def2-TZVPD basis set",
  "max_force_ev_per_a": 5.0,
  "total_charge": 1,
  "energy_ha": -601.1165,
  "orbital_gap_ev": 7.32,
  "e_lumo_ha": -0.2458,
  "homo_energy_ev": -14.004,
  "de_lowest_ev": 4.973,
  "elements": ["H", "H", "H", "H", "H", "N", "C", "C", "H", "H", "H", "O", "I", "N", "C"],
  "positions_angstrom": [[-1.78467, 2.66844, -0.34184], [-0.70152, 3.46341, -1.15019], [0.24390, -2.80204, -1.93490], [0.76505, -1.23304, -2.06484], [-0.39246, 3.11564, 0.56333], [0.05347, -1.87098, -0.16070], [-0.73550, 2.73252, -0.41956], [0.23317, -0.87141, 1.93008], [-0.35112, -1.76332, 2.30154], [0.62788, -0.12729, 2.63341], [-0.35672, 1.71585, -0.74292], [-0.61283, -2.73328, 0.33621], [2.08439, 0.47763, -0.13004], [0.39496, -1.90231, -1.43833], [0.53199, -0.86982, 0.61873]],
  "atomic_forces_ev_per_a": [[-1.516, -0.592, 0.493], [1.103, 1.406, -1.654], [-0.425, 0.611, 1.012], [0.657, 1.833, 0.538], [0.260, -0.488, -0.745], [-0.086, -1.141, -1.975], [0.110, -1.744, 1.420], [-0.351, -1.269, 0.059], [0.467, 1.441, -0.153], [-0.231, -0.372, -0.482], [-0.271, 1.574, 0.439], [-0.204, -0.718, -0.908], [-0.901, -0.993, 0.395], [-1.084, -3.392, -0.422], [2.473, 3.845, 1.983]]
}

=====

No. 2
{
  "formula": "C3H8INS",
  "method": "ωB97M-V with the def2-TZVPD basis set",
  "max_force_ev_per_a": 2.2,
  "energy_ha": -869.6717,
  "orbital_gap_ev": 8.63,
  "e_lumo_ha": 0.0002,
  "homo_energy_ev": -8.622,
  "de_lowest_ev": 0.569,
  "smiles": "CNSI.C=C",
  "elements": ["H", "H", "H", "C", "C", "H", "I", "N", "H", "S", "H", "H", "C", "H"],
  "positions_angstrom": [[-0.41134, -1.15313, 0.82301], [2.72350, 2.58818, 0.98706], [1.70909, 0.27316, -0.02903], [1.73001, 2.30490, 0.61971], [1.21529, 1.21762, 0.13190], [-1.67123, -1.27209, -1.76500], [-4.20086, 0.26382, 0.14575], [-1.43785, -0.91106, -0.90021], [1.24319, 3.23433, 0.56210], [-1.93358, 0.56162, -0.50108], [0.21420, 1.09021, -0.20444], [-1.70911, -2.30504, 0.69110], [-0.95810, -1.78438, 0.12267], [-0.29315, -2.48617, -0.25010]],
  "atomic_forces_ev_per_a": [[0.064, -0.161, 0.151], [0.088, -1.352, -0.194], [0.749, -0.117, 0.490], [1.474, 1.651, 0.281], [0.260, -1.791, -0.489], [-0.586, -0.790, -1.886], [-0.867, -0.003, 0.325], [0.940, 0.415, 1.284], [-1.535, 0.886, 0.106], [-0.460, 0.858, -0.364], [-0.470, 0.845, -0.148], [-0.730, -0.182, 0.134], [-0.234, 1.139, 1.252], [1.305, -1.398, -0.942]]
}

=====

No. 3
{
  "formula": "C3H8IP",
  "method": "ωB97M-V with the def2-TZVPD basis set",
  "max_force_ev_per_a": 4.2,
  "energy_ha": -758.0069,
  "orbital_gap_ev": 8.19,
  "e_lumo_ha": 0.0182,
  "homo_energy_ev": -7.693,
  "de_lowest_ev": 4.451,
  "elements": ["H", "H", "H", "H", "H", "C", "P", "H", "H", "I", "C", "C", "H"],
  "positions_angstrom": [[-0.30784, -1.35768, -1.25557], [1.88934, 0.72634, 1.44453], [-0.60893, 1.66459, -0.65614], [0.92839, -0.39805, -1.53016], [-1.96115, 0.32669, -0.79473], [-0.71275, -0.11691, 0.75861], [0.99363, -0.21664, 1.35626], [0.74629, -0.74955, 2.52421], [-0.38052, -0.30199, -2.61824], [-1.51498, 1.32813, 2.26599], [-0.87315, 0.49809, -0.62218], [-0.11304, -0.38451, -1.53480], [1.91472, -1.01852, 0.66222]],
  "atomic_forces_ev_per_a": [[-0.914, -2.396, 0.458], [1.785, 2.640, 0.827], [-0.632, -2.461, -0.239], [2.082, 0.910, 0.326], [0.637, 0.708, -0.337], [1.319, 0.858, 0.717], [-2.858, -1.097, -2.856], [0.393, -0.906, 2.408], [0.003, 0.137, 0.831], [0.203, -0.476, -0.296], [-0.621, 2.015, 1.072], [-0.858, 0.723, -2.840], [-0.539, -0.657, -0.070]]
}

=====

No. 4
{
  "formula": "C3H8N2",
  "method": "ωB97M-V with the def2-TZVPD basis set",
  "max_force_ev_per_a": 4.6,
  "energy_ha": -228.4991,
  "orbital_gap_ev": 9.48,
  "e_lumo_ha": 0.0269,
  "homo_energy_ev": -8.744,
  "de_lowest_ev": 4.069,
  "elements": ["H", "H", "C", "H", "C", "H", "N", "H", "H", "N", "H", "H", "C"],
  "positions_angstrom": [[1.03567, 0.49443, -1.77157], [-0.82202, 0.96615, 1.49602], [-0.55820, 0.81041, 0.43030], [0.46897, -2.52583, 0.87321], [0.65340, -0.48640, -1.26164], [1.36192, -1.31042, -1.47667], [-1.12819, 1.53316, -0.49199], [1.59849, -1.02858, 1.97085], [-0.89329, 1.25239, -1.42872], [0.33836, -0.22819, 0.17355], [-0.25572, -0.90146, -1.83193], [-0.57764, -1.02425, 1.92209], [0.50687, -1.16687, 1.24399]],
  "atomic_forces_ev_per_a": [[-0.722, -1.883, 0.957], [0.343, -0.028, -0.755], [-0.779, 0.533, -2.350], [0.168, 4.479, 0.950], [-0.519, 0.274, -0.848], [0.108, 0.701, 0.961], [0.400, -0.506, 2.391], [-3.450, -0.413, -2.217], [0.276, -0.161, -0.265], [0.176, -0.011, -0.712], [0.802, 1.072, 0.818], [3.683, -0.772, -1.411], [-0.487, -3.285, 2.483]]
}

=====

No. 5
{
  "formula": "C3H8N2",
  "method": "ωB97M-V with the def2-TZVPD basis set",
  "max_force_ev_per_a": 4.5,
  "energy_ha": -228.5088,
  "orbital_gap_ev": 9.27,
  "e_lumo_ha": 0.0409,
  "homo_energy_ev": -8.160,
  "de_lowest_ev": 3.806,
  "elements": ["N", "C", "H", "H", "H", "C", "H", "H", "H", "N", "H", "C", "H"],
  "positions_angstrom": [[-0.82609, 0.32099, 0.25044], [0.11704, -1.90084, 0.85202], [-1.47176, -0.98085, 1.69870], [0.17751, -2.35919, -0.16158], [-0.35753, 2.23066, -2.06198], [0.22389, 2.06310, -1.14143], [0.75654, -0.25442, -1.03617], [1.49646, 2.54185, -1.19112], [1.07737, -1.51918, 1.13158], [-0.81566, -0.85465, 0.94136], [-0.23690, 2.75039, -0.26259], [0.12099, 0.59726, -0.56874], [-0.26187, -2.63512, 1.54951]],
  "atomic_forces_ev_per_a": [[1.038, -0.015, 1.386], [0.035, -0.458, -1.135], [-0.170, 0.912, -0.619], [0.013, 0.183, 0.530], [0.665, -0.035, 0.222], [1.919, 1.522, 2.984], [-0.590, 1.589, 1.021], [-4.098, -1.884, -0.195], [1.095, -0.159, 0.195], [-1.700, 0.718, -0.513], [0.912, -1.522, -2.235], [0.462, -0.425, -1.743], [0.420, -0.425, 0.103]]
}

=====

No. 6
{
  "formula": "C3H8N2",
  "method": "ωB97M-V with the def2-TZVPD basis set",
  "max_force_ev_per_a": 3.4,
  "energy_ha": -228.5055,
  "orbital_gap_ev": 8.09,
  "e_lumo_ha": 0.0206,
  "homo_energy_ev": -7.526,
  "de_lowest_ev": 3.896,
  "elements": ["N", "N", "C", "H", "H", "H", "H", "H", "H", "H", "C", "C", "H"],
  "positions_angstrom": [[-0.07812, 0.63116, -0.07827], [2.10822, -0.45034, 0.85393], [-1.28015, 0.50627, 0.34656], [-2.51514, -1.22369, 0.40190], [3.96094, -0.50411, -0.01504], [0.95465, 0.34105, 0.66771], [0.25366, 0.01133, -0.81867], [-3.25343, 0.17074, -0.37599], [-1.52927, 1.03783, 1.26019], [-2.00057, -0.75523, -1.22907], [-2.31558, -0.37410, -0.25724], [2.93760, -0.10670, -0.00940], [2.75719, 0.71578, -0.74659]],
  "atomic_forces_ev_per_a": [[-0.464, -0.039, 0.510], [-2.566, 1.120, 0.374], [0.758, -0.413, -0.560], [0.011, 0.057, 0.036], [-0.058, -0.179, -0.177], [2.956, -1.485, 0.553], [-0.806, 0.154, -0.440], [-0.017, -0.031, 0.012], [-0.043, 0.172, -0.037], [0.018, 0.022, 0.061], [-0.144, 0.016, -0.132], [0.328, 0.883, -0.243], [0.028, -0.278, 0.042]]
}

=====

No. 7
{
  "formula": "C3H8N2",
  "method": "ωB97M-V with the def2-TZVPD basis set",
  "max_force_ev_per_a": 3.5,
  "energy_ha": -228.5653,
  "orbital_gap_ev": 9.84,
  "e_lumo_ha": 0.0362,
  "homo_energy_ev": -8.855,
  "de_lowest_ev": 2.269,
  "smiles": "[H]/N=C\\NCC",
  "elements": ["H", "H", "H", "H", "H", "C", "H", "H", "N", "C", "C", "H", "N"],
  "positions_angstrom": [[0.60186, -2.04616, 0.22067], [1.74507, -2.06884, -1.69078], [-2.19174, 1.44714, 0.64769], [1.69591, -0.57053, 0.29830], [0.19023, -1.38862, -2.22527], [1.04362, -1.09593, -1.69965], [-1.30326, -0.49805, -0.12762], [1.48596, -0.14787, -2.37203], [-1.31734, 1.76041, 1.14731], [0.73749, -0.98243, -0.19595], [-0.31324, 0.97582, 0.92131], [0.73100, 1.28860, 1.27057], [-0.36298, -0.24619, 0.25615]],
  "atomic_forces_ev_per_a": [[0.479, 1.240, -0.790], [-1.082, 2.448, -0.667], [1.112, 0.105, 0.768], [-1.536, -0.614, -0.464], [-1.538, -0.547, -0.872], [3.014, -0.101, -0.496], [1.357, 0.358, 0.573], [-0.848, -2.452, 2.376], [0.521, -0.850, -0.801], [2.675, -1.137, 0.920], [-0.420, 0.536, -0.178], [-1.516, -0.616, -0.351], [-2.218, 1.629, -0.018]]
}

=====

No. 8
{
  "formula": "C3H8N2",
  "method": "ωB97M-V with the def2-TZVPD basis set",
  "max_force_ev_per_a": 1.2,
  "energy_ha": -228.5447,
  "orbital_gap_ev": 9.34,
  "e_lumo_ha": 0.0337,
  "homo_energy_ev": -8.425,
  "de_lowest_ev": 2.828,
  "smiles": "C=CN.C=N",
  "elements": ["H", "H", "C", "N", "C", "N", "H", "H", "H", "H", "H", "H", "C"],
  "positions_angstrom": [[-1.09395, -0.22815, -1.81931], [1.86407, 0.30192, 0.46849], [2.01999, -0.75032, 0.67786], [-0.84939, 0.32129, 0.74016], [-1.67845, 0.62939, -1.50767], [2.78735, -1.37006, -0.12157], [2.73347, -2.37525, 0.06541], [-1.15713, -0.64064, 0.73324], [1.61177, -1.12940, 1.61783], [-2.17658, 1.25083, -2.23350], [-1.77895, 2.07325, 0.03717], [-0.76891, 0.85718, 1.58891], [-1.51329, 1.05995, -0.24701]],
  "atomic_forces_ev_per_a": [[-0.487, -0.269, -0.159], [-0.016, 0.178, 0.273], [1.038, 0.492, -0.216], [-0.339, 0.679, -0.771], [0.571, 0.491, 0.832], [-1.136, -0.471, -0.088], [0.591, 0.084, 0.293], [0.291, 0.162, 0.736], [-0.348, -0.308, -0.287], [-0.016, -0.072, -0.083], [-0.318, -0.094, 0.067], [-0.164, -0.850, 0.365], [0.332, -0.024, -0.961]]
}

=====

No. 9
{
  "formula": "C3H8N2",
  "method": "ωB97M-V with the def2-TZVPD basis set",
  "max_force_ev_per_a": 4.6,
  "energy_ha": -228.5048,
  "orbital_gap_ev": 10.46,
  "e_lumo_ha": 0.0274,
  "homo_energy_ev": -9.716,
  "de_lowest_ev": 3.915,
  "smiles": "C=NC.C=N",
  "elements": ["H", "N", "H", "H", "N", "C", "H", "C", "C", "H", "H", "H", "H"],
  "positions_angstrom": [[-1.81397, -1.25692, 1.78284], [-1.21762, 0.74672, 1.87645], [-0.66653, 1.69848, -0.01165], [-0.37076, 2.78386, 1.22706], [1.84892, -0.76016, -1.85149], [0.80778, -1.52347, -2.03691], [-0.18717, -0.71739, 0.92640], [-0.37700, 1.72220, 1.02824], [-0.98004, -0.51223, 1.65105], [1.67656, 0.24155, -1.54166], [0.55515, 1.25242, 1.02968], [0.99068, -2.54245, -2.21259], [-0.26600, -1.13261, -1.86742]],
  "atomic_forces_ev_per_a": [[1.308, 0.620, 0.827], [-0.191, -0.529, -1.124], [-0.742, -0.438, -0.341], [-0.091, -0.062, 1.137], [-1.609, -0.546, 0.043], [0.428, 4.258, 1.680], [0.189, -0.684, 0.155], [-1.201, -1.651, 0.522], [-1.428, 2.707, -1.238], [-0.381, -1.613, -0.710], [2.171, 0.026, 0.051], [0.025, -1.264, -0.567], [1.521, -0.823, -0.434]]
}